1.
C25H32N8NaPS3 as an isolated structure at a distorted geometry. Source: the OMol25 dataset; level of theory: ωB97M-V/def2-TZVPD.

```
70
Properties=species:S:1:pos:R:3:forces:R:3:nbo_charge:R:1
Na -0.872 -0.510 -2.276 -0.05 0.27 0.47 0.87
N -3.504 -2.248 1.225 -0.26 -1.21 0.50 -0.81
C -2.705 -1.460 0.473 0.31 -0.04 -0.08 0.25
S -1.135 -2.034 0.239 0.98 -0.18 -0.63 -0.48
N -3.232 -0.327 0.075 -1.06 -0.87 1.51 -0.46
N -2.571 0.416 -0.763 0.05 3.20 -1.48 -0.22
C -2.809 1.740 -0.662 1.31 -2.96 -2.26 0.07
C -3.340 2.274 0.544 -1.95 0.45 1.66 -0.01
C -4.558 1.771 1.158 1.80 1.54 -0.34 -0.18
C -4.810 2.226 2.422 -2.08 -1.38 1.04 -0.22
C -3.959 2.990 3.176 0.95 1.18 0.37 -0.22
C -2.886 3.596 2.552 0.67 -0.75 -0.57 -0.21
C -2.565 3.223 1.219 -0.08 0.37 0.88 -0.23
C -2.425 2.580 -1.833 1.86 -0.08 0.32 0.19
C -2.960 3.851 -2.020 -0.94 0.28 -0.25 -0.26
C -2.658 4.585 -3.177 0.72 -1.15 -0.69 -0.16
C -1.786 4.015 -4.151 -0.58 -0.93 1.47 -0.28
C -1.264 2.724 -3.845 -0.54 1.11 0.56 0.05
N -1.458 2.102 -2.682 -1.57 -0.34 -0.02 -0.48
H -3.206 -3.193 1.464 0.00 0.82 -0.20 0.40
H -4.459 -2.012 1.367 -0.54 0.30 0.00 0.39
H -5.272 1.081 0.736 0.39 0.08 -0.50 0.23
H -5.735 1.864 2.912 0.60 0.12 -0.25 0.20
H -4.064 3.130 4.253 -0.43 0.06 -0.39 0.21
H -2.214 4.207 3.154 -0.07 0.01 -0.38 0.21
H -1.633 3.619 0.769 -0.76 -0.35 0.17 0.22
H -3.738 4.192 -1.309 0.67 -0.07 -0.54 0.23
H -3.180 5.513 -3.384 0.26 0.03 0.13 0.22
H -1.562 4.498 -5.092 -0.08 -0.01 0.05 0.22
H -0.709 2.108 -4.537 0.45 0.48 -0.35 0.19
N 3.042 0.331 -2.426 -0.86 -0.71 -0.07 -0.82
C 2.561 -0.672 -3.263 0.87 0.49 -0.09 0.29
N 1.381 -1.232 -3.160 1.36 0.74 0.38 -0.54
C 1.286 -2.242 -4.073 -0.01 -0.78 -1.35 0.09
C 2.356 -2.407 -4.916 -1.11 -0.25 -0.01 -0.46
S 3.576 -1.265 -4.615 -0.54 0.61 1.43 0.37
C 0.021 -2.994 -4.165 -0.40 -0.36 -1.07 0.20
C -0.232 -4.101 -4.940 0.44 0.58 0.25 -0.48
S -1.888 -4.569 -4.899 -0.15 0.89 1.49 0.33
C -2.094 -3.295 -3.634 -0.70 -0.46 0.61 0.32
N -1.094 -2.476 -3.507 0.44 -1.04 -0.13 -0.59
N -3.135 -3.292 -2.733 -0.05 -0.09 -0.31 -0.82
H 2.424 0.418 -1.597 1.19 0.10 -0.62 0.41
H 4.064 0.410 -2.329 -1.15 -0.09 0.22 0.41
H 2.400 -3.017 -5.800 -0.02 -0.22 0.06 0.24
H 0.416 -4.722 -5.538 0.29 0.34 -0.04 0.24
H -3.841 -4.030 -2.843 0.68 0.79 0.40 0.40
H -2.908 -2.920 -1.779 -0.27 -0.55 -1.24 0.44
C 3.158 2.040 3.382 -0.32 0.07 -1.08 -0.62
C 4.240 1.246 2.587 -0.50 -0.30 1.35 -0.70
P 4.067 -0.625 2.569 -0.34 -0.47 -0.32 0.75
C 4.629 -1.235 4.242 0.67 1.30 0.57 -0.72
C 5.431 -2.537 4.051 -1.20 -0.70 -0.01 -0.61
C 2.240 -0.946 2.805 0.35 0.25 -1.70 -0.69
C 1.892 -2.407 3.013 1.36 -0.96 0.58 -0.62
H 3.671 2.839 3.886 -0.06 0.42 0.53 0.21
H 2.595 1.420 4.093 0.37 0.36 -0.08 0.21
H 2.403 2.532 2.701 0.74 -0.67 0.61 0.21
H 5.240 1.416 3.025 -0.37 -0.08 -0.05 0.22
H 4.317 1.646 1.589 -0.08 -0.19 -0.53 0.22
H 3.797 -1.304 4.988 0.56 -0.17 -0.72 0.22
H 5.303 -0.421 4.649 -0.51 -0.91 -0.28 0.22
H 5.550 -3.083 4.990 0.54 0.36 0.19 0.21
H 6.374 -2.341 3.538 -0.06 -0.15 0.21 0.21
H 4.857 -3.291 3.460 0.35 0.77 -0.01 0.21
H 1.758 -0.667 1.845 0.12 0.20 0.49 0.23
H 1.888 -0.281 3.568 -0.54 0.10 0.51 0.21
H 0.845 -2.616 2.853 -0.28 0.01 -0.21 0.24
H 2.155 -2.779 4.020 -0.18 0.36 -0.15 0.19
H 2.521 -3.054 2.359 -0.66 0.43 0.05 0.21
```
Forces are in eV/Å.

2.
An isolated ion of composition C6H15N2 and charge +1 at a distorted geometry. Source: the OMol25 dataset; level of theory: ωB97M-V/def2-TZVPD.

```
23
Properties=species:S:1:pos:R:3:forces:R:3:nbo_charge:R:1
C 1.536 -0.771 1.459 1.06 3.15 -1.36 -0.41
C 0.746 0.157 0.809 1.37 -1.33 0.57 0.15
C -0.661 -0.265 0.438 -0.30 1.55 2.03 -0.53
C -0.667 -1.097 -0.816 2.58 -0.85 1.50 -0.03
C -1.983 -1.719 -1.032 -0.99 -3.00 -1.19 -0.66
N -0.047 -0.187 -1.982 -3.52 1.01 2.14 -0.74
N 1.079 1.521 0.279 1.96 -3.29 -0.07 -0.70
C 0.840 2.487 1.339 -1.11 3.26 -0.43 -0.43
H 2.636 -0.640 1.609 -1.04 0.43 -0.15 0.22
H 1.243 -1.691 1.897 -1.00 -0.70 -0.09 0.22
H -1.329 0.606 0.365 0.26 0.07 -0.43 0.24
H -1.078 -0.716 1.369 0.18 -0.69 -1.14 0.27
H 0.210 -1.864 -0.577 -1.98 1.21 -1.12 0.24
H -2.263 -2.327 -0.020 0.84 0.92 -2.88 0.28
H -2.816 -1.050 -1.156 -0.13 0.77 0.05 0.24
H -1.957 -2.321 -2.074 -0.27 0.62 2.72 0.23
H -0.716 0.008 -2.766 0.15 0.67 1.42 0.44
H 0.550 -0.763 -2.456 3.04 -1.53 -1.07 0.42
H 0.346 0.647 -1.410 -0.17 -0.56 -1.40 0.49
H 2.079 1.530 -0.075 -1.44 0.13 0.97 0.39
H 1.674 2.927 1.918 0.25 -0.87 -0.58 0.22
H 0.144 2.135 2.135 0.16 0.14 -1.04 0.22
H 0.434 3.394 0.747 0.13 -1.13 1.55 0.21
```
Forces are in eV/Å.

Summary:
* charge: +1
* SMILES: C=C(C[C@@H](C)[NH3+])NC
* energy relative to the best compared isomer or geometry (same formula, charge and spin): 3.3962 eV

3.
A 2-piece molecular cluster, C20H25Cl2N3O3 overall at a distorted geometry. Source: the OMol25 dataset; level of theory: ωB97M-V/def2-TZVPD.

```
53
Properties=species:S:1:pos:R:3:forces:R:3:nbo_charge:R:1
C -1.235 2.512 0.339 0.15 -0.39 0.43 -0.60
C -0.832 1.214 1.053 -0.50 -0.13 -0.13 -0.41
C -2.024 0.414 1.635 0.27 0.31 -0.11 -0.21
C -2.802 1.222 2.691 0.26 -0.40 -0.29 -0.61
C -1.583 -0.957 2.216 0.18 0.10 0.25 -0.14
N -0.697 -0.747 3.377 0.03 0.14 -1.77 -0.63
C -0.959 -1.155 4.619 -0.69 -0.75 1.45 0.68
C 0.034 -0.750 5.683 -0.11 0.06 -0.08 -0.71
O -1.931 -1.833 4.917 -0.04 0.03 -0.37 -0.63
C -1.066 -1.930 1.121 -0.17 0.53 -0.67 0.68
O -1.540 -1.868 -0.007 -0.43 0.52 0.02 -0.66
N -0.109 -2.847 1.323 0.84 -0.59 0.90 -0.60
C 0.519 -3.307 2.562 -0.26 0.28 0.01 -0.41
H -2.000 2.307 -0.409 -0.04 0.14 0.00 0.19
H -1.617 3.237 1.058 -0.08 0.10 -0.13 0.21
H -0.361 2.940 -0.153 -0.10 0.08 -0.07 0.22
H -0.305 0.592 0.330 0.09 -0.18 0.01 0.21
H -0.132 1.465 1.851 0.14 0.01 0.13 0.18
H -2.723 0.218 0.820 0.13 -0.23 -0.10 0.23
H -3.276 2.087 2.227 0.04 0.01 0.06 0.22
H -2.135 1.563 3.483 -0.06 0.06 0.09 0.20
H -3.584 0.600 3.127 0.00 0.07 0.10 0.22
H -2.493 -1.436 2.581 0.08 -0.09 0.31 0.26
H 0.138 -0.204 3.230 -0.03 0.07 -0.05 0.40
H 0.122 0.334 5.700 0.21 0.08 0.06 0.22
H -0.328 -1.100 6.650 0.05 0.03 -0.18 0.25
H 1.000 -1.203 5.469 0.18 0.09 0.05 0.22
H 0.130 -3.359 0.488 -0.20 0.10 -0.03 0.41
H 1.240 -2.571 2.921 0.03 -0.13 0.12 0.19
H -0.241 -3.485 3.326 0.16 0.01 0.03 0.22
H 1.046 -4.244 2.378 -0.13 0.13 -0.11 0.21
O 4.866 -2.659 -3.223 0.46 -0.14 -0.01 -0.71
C 3.548 -3.183 -3.352 -0.01 0.83 0.34 -0.12
C 2.613 -2.058 -3.301 -1.48 0.68 -0.02 -0.04
C 1.822 -1.138 -3.252 0.79 -0.77 -0.08 0.00
C 0.852 -0.090 -3.177 0.18 0.12 -0.08 -0.21
C -0.401 -0.267 -2.649 0.42 0.87 -0.43 0.03
N -1.075 0.944 -2.733 -0.44 -0.26 0.21 -0.52
C -0.260 1.904 -3.314 -0.74 -0.10 0.30 0.10
C -0.507 3.249 -3.597 0.53 0.46 -0.33 -0.04
Cl -2.044 3.975 -3.194 0.27 -0.25 -0.05 0.00
C 0.501 4.002 -4.209 -0.50 -0.58 0.36 -0.22
C 1.733 3.408 -4.526 0.11 -0.81 0.19 -0.24
C 1.975 2.058 -4.232 -0.32 0.84 -0.10 -0.03
Cl 3.524 1.360 -4.641 -0.45 0.14 0.14 0.02
C 0.963 1.303 -3.618 0.79 -0.89 -0.04 -0.03
H 4.838 -1.868 -2.657 -0.15 -0.47 -0.32 0.48
H 3.333 -3.878 -2.534 -0.04 -0.06 -0.05 0.18
H 3.444 -3.724 -4.298 0.30 0.13 0.10 0.21
H -0.787 -1.196 -2.240 -0.28 0.54 0.06 0.26
H -2.030 1.109 -2.417 0.64 -0.09 -0.23 0.43
H 0.323 5.048 -4.439 0.02 -0.18 0.05 0.23
H 2.512 3.992 -5.005 -0.13 -0.08 0.08 0.23
```
Forces are in eV/Å.

Summary:
* SMILES: CC[C@H](C)[C@H](NC(C)=O)C(=O)NC.OCC#Cc1c[nH]c2c(Cl)ccc(Cl)c12
* energy relative to the best compared isomer or geometry (same formula, charge and spin): 0.0000 eV

4.
C6H10N2O as an isolated structure at a distorted geometry. Source: the OMol25 dataset; level of theory: ωB97M-V/def2-TZVPD.

```
19
Properties=species:S:1:pos:R:3:forces:R:3:nbo_charge:R:1
C 1.047 -0.355 0.629 -4.27 5.90 0.86 -0.08
C 1.055 1.103 -0.171 3.87 0.62 2.53 -0.35
C 0.004 1.035 -1.171 -1.37 1.57 -2.56 -0.49
C -0.597 -0.302 -0.853 -2.49 -0.56 2.44 -0.06
C -1.365 -0.232 0.616 0.05 -1.57 -1.57 -0.46
C -0.216 0.097 1.561 1.37 -0.55 3.21 -0.41
H 1.893 -0.544 1.101 3.79 -1.25 1.86 0.22
H 2.061 1.264 -0.554 0.12 -0.02 -0.39 0.22
H 0.908 1.934 0.620 0.53 -1.08 -1.86 0.19
H 0.253 1.143 -2.239 1.08 -1.04 0.23 0.23
H -0.523 2.023 -1.237 -0.93 -1.20 1.20 0.24
H -1.336 -0.790 -1.477 0.84 -0.09 -0.69 0.25
H -2.159 0.453 0.607 -0.86 1.55 -0.18 0.22
H -2.024 -1.229 0.779 2.30 1.73 -0.06 0.23
H -0.439 -0.580 2.625 1.16 2.27 -2.80 0.23
H 0.273 1.446 1.702 -3.02 -4.52 0.99 0.21
N 0.567 -2.480 -0.521 -1.07 0.37 -3.72 0.25
N 0.597 -1.097 -0.400 -2.98 -4.05 -4.13 -0.26
O 0.001 -2.889 -1.616 1.89 1.93 4.67 -0.40
```
Forces are in eV/Å.

Summary:
* energy relative to the best compared isomer or geometry (same formula, charge and spin): 7.4250 eV

E_LUMO list, top to bottom, in eV: 0.18, -3.19, 0.39, 0.25
Frontier orbital gap list, top to bottom, in Ha: 0.2546, 0.3653, 0.3062, 0.3489